DFT (wB97M-V/def2-TZVPD) results for a 13-piece molecular cluster, C39H64N4O19S4 overall in a non-equilibrium geometry.

**E_LUMO**: 0.272 eV
**Highest occupied orbital energy**: -7.94 eV
**Largest force on an atom**: 0.06527 Eh/bohr

```
130
Properties=species:S:1:pos:R:3:lowdin_charge:R:1
N 15.9860 22.1893 15.8924 0.016
C 16.8473 21.8098 14.8587 -0.121
C 16.9177 20.4604 14.8547 -0.130
C 16.0521 20.0037 15.8183 -0.120
C 15.4414 21.0723 16.4582 -0.120
H 15.5990 23.0991 15.9777 0.135
H 17.2361 22.5887 14.1906 0.112
H 17.5810 19.9108 14.2721 0.087
H 16.0243 18.9611 16.1678 0.100
H 14.8031 21.1237 17.3270 0.114
N 9.6415 10.7599 9.8705 0.018
C 9.6189 12.1008 10.1341 -0.146
C 9.0256 12.2816 11.3749 -0.104
C 8.8736 10.9932 11.9456 -0.104
C 9.2337 10.1120 10.9713 -0.172
H 9.8508 10.3511 8.9757 0.153
H 9.9083 12.8832 9.4212 0.118
H 9.0064 13.2474 11.7886 0.077
H 8.4667 10.7083 12.8857 0.083
H 9.1688 9.0401 10.9498 0.107
N 13.6524 17.1064 15.1745 0.034
C 12.5522 16.3657 14.7596 -0.158
C 12.7521 15.0291 15.0059 -0.103
C 14.0833 14.9403 15.4961 -0.129
C 14.5953 16.1861 15.6262 -0.145
H 13.7803 18.0607 14.8623 0.117
H 11.6347 16.8267 14.4290 0.110
H 12.0862 14.1831 14.8782 0.097
H 14.5963 14.0413 15.8049 0.095
H 15.6048 16.4898 15.9547 0.117
N 10.5022 22.0232 9.6724 0.034
C 9.3200 21.5629 10.2698 -0.138
C 8.3415 21.6904 9.3517 -0.146
C 8.9063 22.2636 8.2092 -0.123
C 10.2609 22.3861 8.4035 -0.152
H 11.3750 21.9125 10.0864 0.071
H 9.2528 21.1526 11.3162 0.127
H 7.2860 21.4834 9.5059 0.098
H 8.3252 22.3373 7.3254 0.079
H 11.0601 22.6356 7.6841 0.106
C 13.4909 20.3502 7.5848 -0.236
S 14.1172 22.0702 7.5515 0.871
O 13.3359 22.7208 8.6982 -0.568
C 15.6863 21.7769 8.1940 -0.306
H 13.7876 20.0012 8.5651 0.032
H 13.9338 19.7141 6.7719 0.071
H 12.3929 20.3306 7.4817 0.042
H 16.3325 21.3366 7.4576 0.045
H 15.7275 21.2348 9.1201 0.040
H 16.1065 22.7678 8.4338 0.016
C 10.0378 17.4798 6.9036 -0.234
S 11.2211 17.3260 8.2783 0.837
O 12.4119 17.6467 7.4470 -0.573
C 10.6885 18.6832 9.2284 -0.288
H 10.1672 16.6910 6.1630 0.053
H 10.2545 18.4476 6.4249 0.063
H 9.0323 17.4446 7.3349 0.053
H 11.4825 19.1573 9.7828 0.035
H 9.9122 18.3753 9.9002 0.060
H 10.2050 19.4712 8.6123 0.058
C 16.2569 23.5215 11.2043 -0.261
S 17.1656 25.0543 10.9205 0.818
O 18.5723 24.7560 11.2717 -0.541
C 17.0513 24.9661 9.1861 -0.280
H 16.7523 22.6605 10.7586 0.047
H 15.2664 23.6304 10.7682 0.044
H 16.1778 23.4254 12.2895 0.035
H 17.6814 24.0570 9.0102 0.059
H 17.4617 25.8553 8.7885 0.041
H 16.0381 24.7229 8.7960 0.068
C 15.7057 17.3151 7.6398 -0.203
S 16.1585 15.5512 8.0085 0.854
O 15.4153 15.1876 9.2870 -0.548
C 15.3655 14.7021 6.7141 -0.284
H 16.4051 17.9376 8.2230 0.039
H 14.6594 17.3558 8.0387 0.037
H 15.6912 17.4465 6.5837 0.045
H 15.5508 13.5711 6.9331 0.106
H 15.6336 15.0846 5.7304 0.061
H 14.2996 14.9024 6.8258 0.048
C 13.5010 17.0964 11.3156 -0.075
C 14.6781 16.4643 11.9668 -0.111
O 15.6903 17.4622 11.9303 0.048
C 15.2591 18.5232 11.1773 -0.570
O 15.8474 19.5396 11.0020 0.130
O 14.0483 18.2826 10.7004 0.066
H 12.6987 17.3830 12.0570 0.130
H 13.0658 16.4322 10.5518 0.118
H 15.0809 15.6165 11.4530 0.074
H 14.5082 16.3602 13.0210 0.101
C 19.4647 21.3711 9.9931 -0.032
C 20.4730 20.2952 9.6554 -0.126
O 19.7226 19.4501 8.8285 0.036
C 18.7904 20.1985 8.1488 -0.539
O 18.1171 19.8470 7.2081 0.126
O 18.6737 21.4207 8.6965 0.040
H 20.0387 22.2552 10.2284 0.129
H 18.7895 21.1815 10.7615 0.104
H 20.6355 19.7589 10.5610 0.122
H 21.3737 20.6589 9.1745 0.141
C 18.2883 15.9117 11.3257 -0.140
C 18.4767 17.2793 10.8395 -0.065
O 19.3806 17.7197 11.9376 0.065
C 19.0437 17.1388 13.0531 -0.553
O 19.3997 17.4102 14.1934 0.117
O 18.1841 16.0808 12.7477 0.042
H 19.1173 15.2714 11.0537 0.142
H 17.3454 15.4984 11.0249 0.102
H 17.6184 17.9217 10.9927 0.100
H 18.9281 17.3275 9.8395 0.139
C 14.0834 20.9318 13.3771 -0.085
C 13.7300 21.5430 11.9951 -0.084
O 12.4633 20.9546 11.6136 0.042
C 12.1443 19.9937 12.5058 -0.580
O 11.1797 19.3086 12.4816 0.150
O 13.0617 19.9246 13.5107 0.036
H 13.9820 21.5310 14.3140 0.134
H 15.0845 20.5503 13.2095 0.093
H 14.4551 21.2601 11.2435 0.089
H 13.6498 22.5819 12.0819 0.106
C 14.1973 13.0722 10.9826 -0.079
C 12.7348 13.4288 11.1995 -0.110
O 12.3039 13.8937 9.9127 -0.010
C 13.1176 13.2558 8.9778 -0.541
O 12.7673 13.0691 7.8328 0.115
O 14.1655 12.6413 9.5806 0.037
H 14.4754 12.1963 11.5212 0.121
H 14.9863 13.8287 11.0902 0.094
H 12.5291 14.2536 11.8835 0.118
H 12.0708 12.5598 11.4457 0.137
```

DFT (wB97M-V/def2-TZVPD) results for C48H49LaN9O3P as an isolated structure.

**E_LUMO**: 0.124 eV
**Highest occupied orbital energy**: -8.23 eV
**Largest force on an atom**: 0.01432 Eh/bohr

```
111
Properties=species:S:1:pos:R:3:lowdin_charge:R:1
La 0.2157 0.8349 0.9997 1.960
C 2.3416 3.5998 -2.1654 -0.024
C 3.1364 2.3327 -2.0455 -0.215
C 3.9364 1.9111 -3.1011 -0.063
C 4.7478 0.7927 -2.9885 -0.087
C 4.7457 0.0683 -1.8098 -0.074
C 3.9307 0.4418 -0.7473 -0.230
C 3.9345 -0.3556 0.5272 -0.036
C 3.1338 1.5830 -0.8620 -0.221
N 2.3538 1.9851 0.2580 -0.080
C 2.8110 3.1207 0.8198 -0.510
O 3.8086 3.7636 0.5028 0.044
C 1.9713 3.6429 1.9694 -0.182
C 2.3035 4.8460 2.5725 0.012
C 1.5183 5.2954 3.6220 -0.027
C 0.4545 4.5234 4.0572 0.013
C 0.2020 3.3220 3.4150 -0.180
N 0.9321 2.9078 2.3741 0.019
C -0.8846 2.3955 3.9231 -0.515
O -1.5586 2.7826 4.8737 0.048
N -0.9550 1.2170 3.2765 -0.060
C -1.9568 0.3518 3.8155 -0.242
C -1.5947 -0.6742 4.6869 -0.233
C -0.2322 -0.7283 5.3248 -0.056
C -2.5490 -1.6176 5.0638 -0.057
C -3.8491 -1.5317 4.6041 -0.077
C -4.2156 -0.4596 3.8024 -0.046
C -3.2886 0.4972 3.4168 -0.226
C -3.7435 1.7061 2.6524 -0.039
H 2.1530 3.8408 -3.2104 0.070
H 2.8849 4.4286 -1.7138 0.088
H 1.3882 3.5149 -1.6423 0.066
H 3.9437 2.4957 -4.0133 0.110
H 5.3797 0.4935 -3.8137 0.101
H 5.3808 -0.8018 -1.7046 0.111
H 4.6774 -1.1525 0.4855 0.083
H 2.9717 -0.8549 0.7178 0.046
H 4.1467 0.2743 1.3918 0.086
H 3.1603 5.3845 2.1979 0.119
H 1.7457 6.2347 4.1088 0.112
H -0.1792 4.7981 4.8868 0.120
H 0.5036 -0.1246 4.7909 0.066
H 0.1308 -1.7543 5.4117 0.069
H -0.2711 -0.3249 6.3367 0.094
H -2.2605 -2.4211 5.7288 0.107
H -4.5824 -2.2696 4.8912 0.099
H -5.2378 -0.3600 3.4627 0.110
H -4.7247 1.5416 2.2117 0.064
H -3.0461 1.9726 1.8516 0.049
H -3.8049 2.5632 3.3267 0.090
N 0.3923 -1.6034 2.3234 0.006
C 0.9648 -2.8575 1.9153 -0.310
C 1.6011 -3.6289 2.8844 -0.024
C 2.1967 -4.8300 2.5451 -0.069
C 2.1460 -5.2824 1.2340 -0.073
C 1.5063 -4.5176 0.2761 -0.072
C 0.9162 -3.2943 0.5895 -0.326
P 0.1968 -2.2184 -0.6953 1.069
C 1.0167 -2.8045 -2.2162 -0.382
C 2.2427 -2.2376 -2.5488 -0.099
C 2.9150 -2.6235 -3.6975 -0.067
C 2.3561 -3.5781 -4.5353 -0.079
C 1.1307 -4.1430 -4.2161 -0.074
C 0.4620 -3.7599 -3.0633 -0.084
C -1.4776 -2.8683 -0.9644 -0.411
C -2.2337 -2.2894 -1.9846 -0.127
C -3.4852 -2.7813 -2.2968 -0.078
C -4.0114 -3.8461 -1.5746 -0.080
C -3.2785 -4.4118 -0.5485 -0.072
C -2.0087 -3.9310 -0.2495 -0.077
H 0.6036 -1.4359 3.3090 0.044
H -0.6326 -1.6252 2.2803 0.075
H 1.6153 -3.2813 3.9082 0.108
H 2.6906 -5.4168 3.3060 0.107
H 2.6086 -6.2173 0.9580 0.105
H 1.4831 -4.8641 -0.7487 0.106
H 2.6712 -1.4709 -1.9182 0.078
H 3.8598 -2.1608 -3.9398 0.099
H 2.8681 -3.8722 -5.4409 0.103
H 0.6891 -4.8871 -4.8649 0.105
H -0.4938 -4.2093 -2.8264 0.106
H -1.8409 -1.4470 -2.5378 0.104
H -4.0622 -2.3203 -3.0839 0.106
H -4.9974 -4.2203 -1.8074 0.105
H -3.6876 -5.2301 0.0253 0.105
H -1.4360 -4.3961 0.5434 0.103
C -2.0715 3.7470 -1.0659 -0.026
N -1.7182 3.1763 -2.3528 -0.125
C -2.6852 3.3245 -3.4276 -0.046
C -0.7854 2.1884 -2.3575 -0.498
O -0.4058 1.6757 -1.2860 -0.183
N -0.2765 1.7698 -3.5445 -0.112
C -0.1247 2.6744 -4.6701 -0.051
C 0.5585 0.5855 -3.5658 -0.027
H -2.7172 4.6035 -1.2455 0.096
H -1.1783 4.0964 -0.5456 0.092
H -2.6050 3.0291 -0.4346 0.088
H -3.6885 3.3057 -2.9993 0.099
H -2.6031 2.4887 -4.1184 0.088
H -2.5594 4.2555 -3.9855 0.093
H -0.3979 3.6833 -4.3792 0.085
H -0.7293 2.3763 -5.5305 0.094
H 0.9255 2.6802 -4.9712 0.089
H 0.4105 0.0116 -2.6491 0.053
H 1.6156 0.8554 -3.6289 0.080
H 0.2906 -0.0363 -4.4205 0.103
N -1.9304 -0.1169 0.6048 -0.058
C -3.0312 -0.5195 0.5412 -0.365
N -4.1662 -1.0495 0.4765 0.125
C -5.2947 -0.3881 0.3850 -0.406
N -6.3290 0.1115 0.2913 0.103
```

DFT (wB97M-V/def2-TZVPD) results for a 8-piece molecular cluster, C4H24NO9 overall in a non-equilibrium geometry.

**E_LUMO**: 3.176 eV
**Highest occupied orbital energy**: -5.39 eV
**Total charge**: -1
**Largest force on an atom**: 0.17676 Eh/bohr

```
38
Properties=species:S:1:pos:R:3:lowdin_charge:R:1
C -1.2995 -0.5098 0.5659 -0.256
C -1.1615 -0.3236 2.0935 -0.166
C -2.3857 0.5040 2.6558 -0.213
O -2.0271 1.8529 2.2656 -0.115
N -1.1362 0.6507 -0.2991 -0.054
C 0.1484 1.5093 -0.0873 -0.295
O 1.1385 0.8669 -0.7351 -0.366
H -0.5357 -1.2356 0.3212 0.068
H -2.2516 -1.0373 0.4968 0.111
H -1.2371 -1.4203 2.2969 0.106
H -0.1980 0.0151 2.4753 0.102
H -3.3864 0.3575 2.2282 0.101
H -2.4000 0.5459 3.8549 0.137
H -1.7040 1.7677 1.4038 -0.017
H -1.2951 0.4467 -1.3011 0.116
H -0.0949 2.4734 -0.6903 0.121
H 0.5051 1.7284 0.9630 0.137
H 4.2185 0.7459 -0.4984 0.063
H 2.8522 1.2464 -0.1483 0.033
O 3.7400 1.0818 0.3071 -0.118
H 1.2901 -3.0176 -1.6033 0.051
H 1.4796 -2.4543 -0.1443 -0.021
O 1.3936 -3.2500 -0.6570 -0.075
H 1.0634 1.3452 -2.2856 -0.046
H 0.9908 0.5684 -3.6801 0.029
O 0.8781 1.4268 -3.2319 -0.099
H 2.5406 -0.2483 1.2671 -0.009
H 1.7219 -0.2126 0.0432 0.009
O 2.0320 -0.9037 0.8162 -0.142
H -0.1536 -3.5547 0.1281 -0.126
H -1.5575 -4.1299 0.2321 0.095
O -0.8318 -3.5606 0.6719 -0.037
H 1.1909 -0.2257 -1.8900 -0.044
H 2.4139 -1.0444 -1.6807 0.061
O 1.5694 -1.0497 -2.1803 -0.082
H -2.5329 2.2201 -1.3064 0.023
H -2.0651 3.6744 -1.3559 0.043
O -2.9132 3.1506 -1.3114 -0.123
```

DFT (wB97M-V/def2-TZVPD) results for C14H15GaO4P as an isolated structure in a non-equilibrium geometry.

**E_LUMO**: -13.450 eV
**Highest occupied orbital energy**: -18.65 eV
**Total charge**: +3
**Largest force on an atom**: 0.11746 Eh/bohr

```
35
Properties=species:S:1:pos:R:3:lowdin_charge:R:1
Ga 0.4769 0.6543 -1.7252 0.293
C 0.5156 2.6705 0.2355 0.032
O 0.5206 3.2052 1.2417 0.203
C 0.4080 3.3228 -2.5158 0.044
O 0.3161 4.4151 -2.8240 0.218
C -1.5614 1.1075 -1.3285 0.048
O -2.6931 1.2465 -1.1560 0.290
C 2.4948 1.0060 -1.3041 0.072
O 3.6134 1.1715 -1.0823 0.301
C 0.4254 -0.7628 -3.4467 0.040
H 1.3629 -1.3331 -3.5135 0.136
H -0.5000 -1.3512 -3.5018 0.129
C 0.4127 0.6051 -3.8476 -0.068
H -0.5115 1.0759 -4.1979 0.125
H 1.3203 1.0746 -4.2440 0.128
C 1.6306 -2.1466 0.4140 -0.179
P 0.2721 -1.0321 -0.0144 0.876
C -1.0689 -2.1402 -0.5196 -0.203
C -0.3270 -0.4412 1.6194 -0.376
C 0.6112 -0.1098 2.6131 -0.086
C 0.1740 0.3803 3.8486 -0.020
C -1.1936 0.5518 4.0980 0.000
C -2.1252 0.2325 3.1043 -0.017
C -1.6955 -0.2799 1.8723 -0.089
H 1.9887 -2.6658 -0.4846 0.075
H 1.2526 -2.8912 1.1297 0.105
H 2.4667 -1.6071 0.8750 0.066
H -1.3332 -2.7714 0.3464 0.106
H -1.9504 -1.5783 -0.8603 0.056
H -0.7206 -2.7633 -1.3530 0.071
H 1.6823 -0.2520 2.4347 0.109
H 0.9038 0.6334 4.6250 0.137
H -1.5361 0.9545 5.0595 0.142
H -3.1931 0.3792 3.2795 0.135
H -2.4393 -0.5608 1.1225 0.102
```

DFT (wB97M-V/def2-TZVPD) results for an isolated molecule of C3H6S in a non-equilibrium geometry.

**E_LUMO**: 0.954 eV
**Highest occupied orbital energy**: -8.87 eV
**Largest force on an atom**: 0.05529 Eh/bohr

```
10
Properties=species:S:1:pos:R:3:lowdin_charge:R:1
C 0.3524 -0.7462 -0.0160 -0.207
C 0.4711 0.7589 0.0589 -0.182
C -0.6442 0.0416 0.7553 -0.632
S -2.3192 -0.0161 -0.0628 0.643
H -0.0510 -1.1811 -0.9604 0.084
H 1.1316 -1.3385 0.5536 0.118
H 1.2815 1.3007 0.4675 0.090
H 0.0821 1.2580 -0.7390 0.049
H -0.6448 0.1478 1.8645 0.111
H -2.0198 -0.3259 -1.4563 -0.075
```

DFT (wB97M-V/def2-TZVPD) results for a 2-piece molecular cluster, C10H16O overall in a non-equilibrium geometry.

**E_LUMO (spin up / spin down)**: 3.826 / 3.764 eV
**Highest occupied orbital energy (spin up / spin down)**: 0.58 / -3.53 eV
**Multiplicity**: 2
**Total charge**: -1
**⟨S²⟩**: 0.76
**Largest force on an atom**: 0.03261 Eh/bohr

```
27
Properties=species:S:1:pos:R:3:lowdin_charge:R:1
C 2.1836 1.2610 -1.4816 -0.300
C 1.6438 0.6450 -0.1998 -0.131
C 1.0759 2.0346 -2.2430 -0.116
H 2.5774 0.5323 -2.1660 0.079
H 2.9460 1.9804 -1.1666 0.084
H 1.6398 1.3312 0.6529 0.073
H 0.6639 0.1720 -0.2950 0.036
H 1.1135 3.1289 -2.2159 0.057
H 0.1113 1.7903 -1.7738 0.058
H 2.2562 -0.1844 0.1842 0.067
H 0.9443 1.6996 -3.2657 0.050
C 0.1419 -1.7990 2.8558 -0.102
C -1.3571 -0.0083 1.8158 -0.131
C -0.7239 -1.2773 1.7343 -0.377
C -2.0328 0.4990 0.6439 -0.113
C -1.9474 -0.1826 -0.5587 -0.427
C -0.5676 -1.8447 0.4867 -0.169
C -1.2596 -1.3885 -0.7009 -0.128
O -2.6288 0.4003 -1.6228 -0.022
H -1.4368 0.4046 2.8183 0.054
H -2.7536 1.3014 0.7572 0.074
H -0.2065 -1.4131 3.8236 0.057
H 1.1509 -1.4056 2.7449 0.056
H 0.1027 -2.6977 0.3218 0.080
H -2.5502 -0.1998 -2.3716 0.072
H -1.2801 -1.8867 -1.6610 0.057
H 0.1931 -2.8930 2.8828 0.060
```

DFT (wB97M-V/def2-TZVPD) results for a 2-piece molecular cluster, C4H5N3OS overall in a non-equilibrium geometry.

**E_LUMO (spin up / spin down)**: -2.217 / -2.154 eV
**Highest occupied orbital energy (spin up / spin down)**: -9.46 / -9.46 eV
**Largest force on an atom**: 0.09076 Eh/bohr

```
14
Properties=species:S:1:pos:R:3:lowdin_charge:R:1
C -0.2008 -1.2165 -0.4563 -0.070
C -0.5736 -0.1525 0.2568 -0.159
C -0.0697 1.1369 0.0101 -0.462
C -1.5527 -0.2627 1.3546 -0.006
N 0.7224 -1.1489 -1.4116 0.022
N 0.9595 1.0708 -0.8936 0.118
N 1.2861 -0.0182 -1.6610 -0.110
O -0.1311 2.1665 0.6223 0.104
S 3.8346 -0.2734 -1.3219 0.095
H -0.3727 -2.2407 -0.4064 0.112
H -1.0644 -0.2930 2.3536 0.125
H -1.9823 -1.1817 1.3005 0.051
H -2.2282 0.4940 1.3168 0.062
H 1.3728 1.9194 -1.0639 0.118
```

DFT (wB97M-V/def2-TZVPD) results for an isolated molecule of C4H5NO3 in a non-equilibrium geometry.

**E_LUMO**: -0.100 eV
**Highest occupied orbital energy**: -10.20 eV
**Largest force on an atom**: 0.06599 Eh/bohr

```
13
Properties=species:S:1:pos:R:3:lowdin_charge:R:1
C -0.7844 0.1869 1.3077 -0.398
C 0.6742 -0.4287 -0.6407 -0.509
C -0.2280 0.5863 0.0257 -0.167
N 0.0255 -1.5687 -1.0358 0.159
C -0.1563 1.8875 -0.2860 0.155
O 0.1196 -0.8895 1.7698 0.017
O -1.8823 0.3791 1.7524 0.154
O 1.7812 -0.1223 -1.0688 0.074
H 1.0825 -0.7669 1.6840 0.108
H 0.5592 -2.3835 -1.3158 0.111
H -0.9290 -1.7298 -1.3359 0.119
H 0.3994 2.2056 -1.1636 0.088
H -0.6616 2.6440 0.3069 0.090
```